1.
Here is a 6-piece molecular cluster, C28H34F12N7O2S overall from OMol25. Energies are from ωB97M-V with the def2-TZVPD basis set.

Summary:
F_max, eV/A: 0.92
Net charge: +1
Spin multiplicity: 1
E_tot, eV: -87545.200
Frontier orbital gap, eV: 6.10

Positions of all 84 atoms, in Å:
H  -5.856  -0.322  4.690
N  1.367  -7.069  3.357
H  2.388  -6.056  1.783
H  -2.855  3.570  -2.486
C  -5.635  1.683  5.635
C  2.694  1.475  1.398
H  3.654  -2.039  -2.058
F  -1.374  0.333  -5.116
C  1.992  3.525  1.980
H  -4.199  -1.026  -0.090
C  -4.700  2.711  5.337
C  0.589  -6.691  4.415
C  -2.251  -0.498  -0.714
C  5.749  -2.757  -2.393
H  -2.924  4.927  -0.137
C  2.236  2.830  3.133
H  2.117  3.213  4.133
C  1.761  -5.965  2.653
S  0.060  -0.300  -4.871
F  -2.570  -2.877  1.801
N  2.265  2.692  0.927
C  -0.176  0.959  -0.323
H  -2.221  -1.090  -1.626
H  1.613  -8.016  3.132
F  -0.165  2.302  -4.301
C  -0.359  5.620  -2.085
H  -1.124  1.409  -2.259
H  2.983  0.686  0.722
C  2.678  1.529  2.766
F  1.844  1.609  -4.744
H  -0.639  1.609  0.421
C  -2.164  4.293  -2.085
F  -2.059  -3.145  -0.286
H  0.546  6.053  -2.475
H  1.648  4.532  1.819
C  1.013  1.310  -2.568
H  -0.733  6.529  -0.137
N  -4.325  0.992  3.992
H  -4.620  3.672  5.818
H  -3.080  2.724  3.811
H  -0.212  2.689  -1.522
H  0.852  0.806  0.009
C  -3.906  2.256  4.321
C  6.441  -2.932  -3.561
H  3.618  -1.866  -4.764
H  5.865  -2.615  -5.566
F  1.866  2.352  -2.377
F  0.514  0.173  -6.294
H  0.183  -7.420  5.095
H  2.964  0.732  3.430
N  1.293  -2.445  1.067
C  -3.188  -1.121  0.312
N  -1.053  4.675  -2.790
H  7.445  -3.274  -3.743
C  -5.380  0.638  4.790
C  -2.173  4.995  -0.907
F  -4.114  -3.290  0.353
C  4.455  -2.281  -2.738
O  -0.031  -1.419  -0.736
H  -0.907  -0.560  0.839
H  -2.905  0.483  1.379
C  -0.217  1.612  -1.695
H  1.358  -3.844  2.956
H  -6.406  1.710  6.386
H  6.128  -2.949  -1.403
F  -0.464  -0.779  -3.418
F  -0.445  -1.650  -5.464
C  0.657  -2.005  0.216
N  5.616  -2.581  -4.595
N  -0.854  -0.374  -0.177
O  -3.131  -0.439  1.556
H  -2.622  0.488  -0.993
H  -0.066  -4.727  5.096
C  -1.026  5.837  -0.908
F  1.462  -0.954  -4.580
C  0.722  1.311  -4.107
H  2.180  2.941  -0.043
C  4.405  -2.182  -4.104
C  0.482  -5.326  4.389
F  1.676  0.207  -2.168
C  -2.974  -2.641  0.563
C  1.227  -4.864  3.269
H  -0.798  4.328  -3.696
H  -3.923  0.416  3.277

---

2.
Here is C28H34F5GeO4S2Ti as an isolated structure at a distorted geometry from OMol25. Energies are from ωB97M-V with the def2-TZVPD basis set.

Summary:
Relative energy (zero: lowest compared OMol25 entry of this formula, charge and spin), kJ/mol: 60.71
F_max, eV/A: 3.15
Net charge: +2
Spin multiplicity: 2
E_tot, eV: -152651.947
Frontier orbital gap (spin up / spin down), eV: 6.83 / 3.90

Positions of all 75 atoms, in Å:
C  1.554  0.393  3.830
H  -0.781  -5.412  0.548
F  -1.289  -1.495  -0.182
H  0.592  -0.940  5.215
H  -0.994  6.462  -7.099
C  3.642  -0.822  -1.217
H  -0.767  5.689  -2.489
C  -0.697  1.030  0.620
H  -0.045  -3.955  3.251
C  -4.893  -2.149  -0.420
H  4.388  -0.480  -0.495
C  -2.616  2.968  -3.377
C  0.720  -4.031  1.231
H  -1.450  -3.899  1.141
C  -1.937  4.187  -3.509
C  1.849  -4.687  0.435
H  0.794  6.465  -6.920
H  -2.929  1.245  -2.165
F  -3.176  -2.059  -2.068
C  0.473  1.482  3.867
H  1.904  -4.247  -0.562
C  -1.205  4.706  -2.434
H  1.617  1.932  -0.693
C  -2.628  -1.643  0.175
C  2.320  -0.094  -0.967
C  -5.266  -1.970  0.919
C  0.713  -4.497  2.683
O  1.246  -0.499  2.755
H  1.539  -0.312  -2.978
H  3.705  0.259  3.556
H  -0.652  -3.975  -0.454
H  1.083  -1.617  -1.882
C  -0.244  5.426  -5.407
C  -0.122  5.886  -6.799
H  3.508  -1.902  -1.104
F  -4.656  -1.444  3.135
Ge  2.630  -1.779  1.667
C  -1.049  3.952  -1.295
C  -4.308  -1.628  1.871
C  -0.628  -4.337  0.573
H  1.692  -4.315  3.136
C  1.241  -0.540  -1.960
H  4.014  -0.621  -2.219
O  1.864  -0.422  0.353
H  0.494  -5.560  2.735
C  -3.560  -1.958  -0.798
S  -2.045  4.993  -5.055
H  1.680  -5.754  0.327
H  -0.056  5.018  -7.460
H  2.342  -1.190  5.067
H  -3.227  2.611  -4.191
C  -2.443  2.206  -2.248
F  -5.797  -2.467  -1.326
O  0.563  5.247  -4.563
C  -1.611  2.666  -1.211
C  2.531  1.423  -1.008
H  0.300  -0.023  -1.749
H  0.700  2.193  4.658
H  3.340  1.694  -0.332
H  -0.510  1.051  4.070
F  -6.528  -2.124  1.272
S  -1.742  -1.113  2.701
H  2.911  1.534  2.587
H  2.805  -4.534  0.947
H  3.161  1.750  4.326
H  1.717  0.188  5.989
C  -1.230  1.808  -0.161
O  0.951  -2.600  1.201
C  1.553  -0.436  5.115
H  -0.488  4.340  -0.458
H  0.448  2.016  2.910
C  2.922  1.025  3.555
C  -2.955  -1.466  1.519
H  2.794  1.754  -2.009
Ti  0.224  -0.604  1.324

---

3.
Here is a 2-piece molecular cluster, C28H34N3OS overall at a distorted geometry from OMol25. Energies are from ωB97M-V with the def2-TZVPD basis set.

Summary:
F_max, eV/A: 3.37
Net charge: +1
Spin multiplicity: 1
E_tot, eV: -46932.395
Frontier orbital gap, eV: 7.34

Positions of all 67 atoms, in Å:
H  5.473  -2.540  -3.224
H  5.750  1.365  0.344
H  -3.095  -0.397  -3.651
H  6.528  2.955  0.452
H  -4.672  -0.737  2.746
H  -5.640  0.316  -0.737
C  -3.852  -1.453  2.656
H  -3.259  -4.768  2.315
H  3.423  5.354  0.453
H  1.695  -0.591  -2.673
H  -2.562  1.438  -2.279
H  5.427  2.423  1.763
H  0.399  -0.120  -1.257
C  3.512  -1.640  -3.042
H  -0.470  -1.518  2.742
C  -4.733  -0.154  -1.140
C  5.622  2.388  0.690
C  2.158  0.223  -0.001
C  5.255  -1.416  -1.408
C  -3.791  0.995  0.805
H  -1.127  -1.876  -0.401
N  0.680  3.653  0.229
C  0.761  0.245  -0.311
S  4.244  3.147  -0.206
H  -5.146  -3.145  2.440
H  -3.064  0.970  3.438
C  -2.282  -1.890  -2.277
H  5.202  5.256  0.541
C  3.052  -0.440  -0.965
C  2.670  -0.856  -2.258
H  -2.214  2.262  1.523
H  3.165  -2.042  -3.992
H  4.204  4.515  1.827
C  -2.102  -1.557  -0.793
C  -2.420  1.185  1.416
H  -4.592  0.135  -2.192
C  -1.742  -3.236  2.485
C  4.370  -0.727  -0.568
C  -2.305  0.511  2.790
H  0.138  1.433  1.360
H  -1.355  -0.651  -3.817
H  3.058  1.834  1.381
C  -3.057  -3.712  2.415
H  -0.913  -3.942  2.416
C  2.827  2.177  0.361
H  -0.879  0.927  -2.141
H  -3.262  -2.361  -2.453
H  -4.831  -1.253  -1.072
C  -1.913  0.569  -2.103
C  -2.236  -0.014  -0.700
H  -1.517  -2.608  -2.603
C  4.267  4.738  0.762
C  -1.494  -1.887  2.655
H  2.372  -0.077  1.100
H  4.689  -0.420  0.428
O  -4.864  1.375  1.304
H  6.280  -1.554  -1.086
C  -4.113  -2.796  2.495
C  -2.170  -0.576  -3.085
C  -0.184  0.754  0.563
N  -1.516  0.625  0.419
C  4.808  -1.922  -2.630
H  -2.874  -2.031  -0.170
N  -3.617  0.309  -0.361
H  -1.325  0.718  3.231
C  1.703  3.072  0.356
C  -2.544  -0.968  2.698

---

4.
Here is C28H34N4O7 in the gas phase from OMol25. Energies are from ωB97M-V with the def2-TZVPD basis set.

Summary:
Relative energy (zero: lowest compared OMol25 entry of this formula, charge and spin), kJ/mol: 0.81
F_max, eV/A: 0.95
SMILES: COc1cc2c(=O)n(CCC(=O)NC[C@@H]3CCCO3)c(=O)n(CC(=O)Nc3ccc(C)cc3C)c2cc1OC
Spin multiplicity: 1
E_tot, eV: -49883.713
Frontier orbital gap, eV: 8.69

Positions of all 73 atoms, in Å:
N  -0.710  2.801  0.183
H  6.654  2.699  1.692
O  -5.981  -0.180  0.411
H  2.283  -0.021  -2.231
C  0.493  -2.646  0.019
C  0.536  3.044  0.747
H  2.119  -0.651  1.203
N  0.090  1.224  -1.357
H  -3.642  0.272  -1.210
O  -2.107  1.748  -1.251
C  -0.202  0.212  -2.351
C  -6.300  0.727  -0.633
H  -7.387  0.819  -0.679
H  5.052  2.529  2.454
C  1.730  -6.232  2.016
H  -3.200  2.703  2.470
C  1.473  -1.232  1.862
C  2.933  2.501  0.607
H  -5.474  0.921  -2.645
H  -0.262  -0.727  -0.002
H  0.286  0.448  -3.301
H  -1.285  0.227  -2.509
O  -1.296  0.322  1.276
C  -2.252  2.385  2.038
C  1.296  -4.987  1.304
C  2.455  0.685  -1.438
O  0.651  3.806  1.686
O  5.280  1.882  0.495
H  1.197  -6.333  2.961
H  -2.687  3.399  0.157
H  4.297  -0.375  -3.328
H  3.056  3.217  1.403
N  0.083  -1.456  -0.620
H  -4.024  -1.288  -1.968
C  0.651  -5.042  0.077
C  3.738  0.851  -0.951
H  -5.869  1.714  -0.410
C  0.216  -1.207  -1.935
H  5.620  -1.260  -2.531
O  4.815  0.169  -1.391
C  1.384  1.407  -0.902
H  -2.872  -1.403  0.734
C  -5.679  0.154  -1.904
H  -5.248  -2.039  -0.061
H  1.980  -1.363  2.815
C  -4.884  -1.003  0.020
H  5.338  3.815  1.249
C  1.630  2.319  0.123
C  0.248  -3.882  -0.560
H  3.931  -1.588  -2.070
C  -4.412  -0.487  -1.343
C  -0.974  1.906  -0.830
C  1.157  -2.562  1.248
C  -2.312  0.944  1.564
C  5.581  2.786  1.531
H  0.457  -5.998  -0.387
H  -4.142  -1.524  1.980
C  4.638  -0.815  -2.386
C  3.988  1.786  0.092
O  0.635  -1.991  -2.762
H  2.051  -3.688  2.820
H  2.795  -6.192  2.239
H  -0.249  -3.930  -1.515
N  -3.531  0.401  1.501
C  -1.872  3.324  0.879
H  -6.335  -0.602  -2.337
H  -1.614  4.309  1.270
C  1.538  -3.740  1.869
H  -1.468  2.452  2.795
H  -4.357  0.950  1.688
H  1.534  -7.114  1.412
C  -3.798  -0.961  1.105
H  0.565  -0.654  2.029

---

5.
Here is C28H35BF5MnN7O2PS as an isolated structure at a distorted geometry from OMol25. Energies are from ωB97M-V with the def2-TZVPD basis set.

Summary:
F_max, eV/A: 1.40
Spin multiplicity: 5
E_tot, eV: -109848.713
Frontier orbital gap (spin up / spin down), eV: 6.98 / 7.06

Positions of all 81 atoms, in Å:
O  3.136  -0.227  -1.254
C  3.195  1.643  2.960
C  -1.689  2.419  -0.177
C  3.488  0.212  2.455
C  -2.981  -1.517  -4.834
C  -1.623  -4.432  -0.318
H  8.020  1.584  2.244
C  0.456  -3.679  -0.710
C  -3.406  -2.116  2.151
H  0.885  -0.181  1.495
C  -3.495  -0.409  -5.494
C  6.165  2.444  2.332
H  -5.790  -3.327  0.074
H  0.634  -4.785  1.913
H  -1.294  4.402  0.522
C  -4.007  1.761  -0.269
C  3.742  2.861  2.183
H  -3.106  -2.160  3.192
H  -5.421  3.240  0.364
H  -5.086  -3.419  2.435
H  1.493  1.152  0.753
H  5.583  3.487  3.974
H  -2.172  -2.247  -2.975
C  -3.313  0.892  -3.478
H  6.944  1.276  0.909
H  -2.196  -4.458  -2.441
N  6.274  2.855  3.610
H  4.564  0.021  2.436
C  -2.621  -1.415  -3.502
H  -2.852  -2.452  -5.364
O  4.997  0.097  -0.085
S  2.048  -3.218  -0.498
H  -0.649  2.159  -0.328
N  1.551  0.134  0.802
H  -1.837  -0.757  1.555
H  3.104  3.097  1.339
H  -2.463  -4.753  0.272
H  -1.015  -4.179  2.237
C  -3.654  0.792  -4.820
F  1.295  3.004  0.411
C  -3.401  3.963  0.484
C  -2.660  1.474  -0.477
F  1.413  4.147  -1.592
C  -2.702  -1.336  1.250
N  -0.420  -4.064  0.258
B  1.822  3.028  -0.917
F  1.287  1.842  -1.559
F  1.023  -1.332  -2.955
C  -1.497  -4.269  -1.647
N  7.185  1.814  1.739
H  2.899  -1.379  1.177
N  -0.611  -0.439  -1.013
C  -2.058  3.668  0.303
H  3.591  1.685  3.978
H  -4.760  1.008  -0.474
H  3.738  3.737  2.837
C  -4.375  3.008  0.208
N  -0.211  -3.817  -1.877
H  2.113  1.773  3.038
H  5.082  2.188  0.727
H  0.328  -3.051  1.903
H  -3.440  1.831  -2.954
C  -0.104  -4.023  1.664
Mn  1.159  -0.362  -1.439
C  -2.805  -0.217  -2.811
C  -4.919  -2.771  0.398
C  3.771  -0.094  -0.180
F  3.211  2.900  -0.843
H  0.165  -3.456  -2.740
C  -3.105  -1.267  -0.084
H  3.072  -0.445  3.224
N  5.075  2.663  1.635
H  7.170  2.846  4.062
C  -4.522  -2.827  1.725
C  -4.212  -1.990  -0.507
H  -4.037  1.658  -5.343
C  2.921  -0.289  1.109
H  -4.519  -1.934  -1.545
H  -3.756  -0.476  -6.542
P  -2.118  -0.139  -1.130
H  -3.697  4.941  0.842

---

6.
Here is C28H35Cl2CrGe2N3O3 as an isolated structure from OMol25. Energies are from ωB97M-V with the def2-TZVPD basis set.

Summary:
Relative energy (zero: lowest compared OMol25 entry of this formula, charge and spin), kJ/mol: 0.00
F_max, eV/A: 0.74
Net charge: +2
Spin multiplicity: 5
E_tot, eV: -206700.668
Frontier orbital gap (spin up / spin down), eV: 7.57 / 6.85

Positions of all 74 atoms, in Å:
C  -0.342  6.124  0.034
C  -1.133  3.706  2.449
C  -3.174  4.819  3.097
C  -3.669  -2.575  2.077
H  -3.005  -5.952  -1.623
Cl  0.838  1.637  -4.180
H  -3.919  4.307  -0.255
C  -0.563  -3.642  -1.470
C  3.180  1.373  0.182
H  -3.801  -4.596  0.276
C  0.376  0.389  -3.070
C  -2.000  -0.489  2.577
H  -0.873  -5.315  -2.765
C  -2.435  -5.094  -1.294
H  3.812  0.533  -0.107
H  -2.206  2.615  -2.155
H  4.777  2.831  0.243
O  -0.710  0.123  -0.984
C  2.704  -0.104  3.013
H  2.161  -1.018  3.269
C  -3.443  4.087  -1.209
H  -1.421  6.291  0.014
H  2.714  1.770  -0.716
H  0.364  -3.327  -1.932
H  -3.310  0.055  4.172
C  -0.385  2.800  1.527
C  -2.488  2.893  -1.133
C  -2.883  -4.332  -0.224
C  3.999  2.452  0.905
H  -3.028  6.146  4.771
Ge  -0.767  3.261  -0.316
H  1.835  1.020  4.681
N  1.773  -1.557  0.508
C  -0.461  4.354  3.489
Cr  -0.001  -1.233  0.323
H  -0.615  5.734  5.118
C  0.064  4.924  -0.829
N  -0.991  -2.907  -0.439
Cl  1.736  -0.750  -2.736
H  -2.933  4.993  -1.540
H  3.284  1.763  4.001
H  -2.951  2.015  -0.681
H  -4.320  -3.408  1.865
C  -3.119  -0.646  3.372
Ge  1.865  0.715  1.449
H  -4.231  4.997  2.950
C  -0.046  0.903  -1.694
H  3.698  -0.419  2.688
H  1.144  4.761  -0.797
H  0.475  1.919  3.164
C  -2.529  -2.358  1.322
O  0.334  2.047  -1.356
H  -0.423  -0.209  -3.495
H  -0.200  5.097  -1.876
H  4.494  2.063  1.797
H  3.411  0.332  5.008
H  -1.320  0.334  2.735
C  -1.143  5.226  4.322
H  -4.852  -1.868  3.720
C  -2.491  3.953  2.254
C  0.474  1.917  2.072
C  -1.256  -4.745  -1.930
C  -2.137  -3.239  0.185
C  -3.967  -1.709  3.118
H  0.603  4.197  3.618
H  3.381  3.301  1.206
H  -4.236  3.882  -1.926
H  -0.050  5.994  1.075
O  2.894  -1.838  0.394
H  -3.025  3.435  1.464
H  0.136  7.031  -0.333
N  -1.699  -1.321  1.574
C  -2.499  5.459  4.125
C  2.808  0.809  4.236